(1)
22
Properties=species:S:1:pos:R:3 method="wB97M-V/def2-TZVPD" gap_ev=10.1873 mol_weight_g_mol=118.180 multiplicity=1
H -1.02651 -2.05585 1.91975
N -1.24673 -1.06076 1.90790
C -0.31338 -0.31776 2.33000
N 0.89681 -0.68241 2.83786
H -0.49829 0.75047 2.34718
H 1.19085 -1.63247 2.68139
H 1.63128 0.00264 2.84833
C 1.04730 -1.04816 -0.56059
O 0.84800 0.26144 -0.09384
C -0.14612 1.05854 -0.82544
C 0.31618 1.32746 -2.25678
C -1.54292 0.47077 -0.78306
H 1.39419 -1.06840 -1.59813
H 0.13937 -1.65480 -0.47750
H 1.82326 -1.48914 0.06872
H -0.12012 1.99428 -0.25614
H 0.18967 0.44565 -2.88157
H 1.36499 1.61520 -2.26500
H -0.27230 2.13579 -2.68112
H -1.75728 0.06219 0.24732
H -1.64833 -0.35548 -1.48403
H -2.26992 1.24080 -1.02525



(2)
22
Properties=species:S:1:pos:R:3 method="wB97M-V/def2-TZVPD" gap_ev=7.4866 mol_weight_g_mol=118.180 multiplicity=1
C -0.12985 0.02733 0.70172
C 0.60381 0.09354 -0.53724
C -2.33395 -0.96834 -1.03011
C -0.49811 1.19948 1.55955
C 0.96322 1.37433 -1.22626
N 1.51988 -0.31034 0.69997
N 2.13865 -1.57993 0.76973
O -1.75343 0.24463 -0.82277
H 2.04948 0.37175 1.23226
H -0.58069 -0.92838 0.95040
H 0.47426 -0.77657 -1.17475
H 1.51081 -2.23517 1.22612
H 2.33063 -1.91053 -0.17030
H -3.26894 -1.12418 -0.44922
H -2.58666 -1.16966 -2.09283
H -1.67301 -1.84395 -0.72635
H -0.40156 0.95335 2.61743
H 0.09360 2.09272 1.35998
H -1.53841 1.42782 1.32783
H 1.23887 2.16443 -0.52749
H 0.05970 1.67559 -1.75669
H 1.78168 1.22210 -1.93097



(3)
22
Properties=species:S:1:pos:R:3 method="wB97M-V/def2-TZVPD" smiles=CC[C@@H](CN)NCO gap_ev=9.6800 mol_weight_g_mol=118.180 multiplicity=1
C 0.10286 1.50995 1.72339
C 0.45970 1.14968 0.26587
C -0.26478 -0.15016 -0.20589
C -1.34507 0.12830 -1.30987
N -2.59273 0.55301 -0.69078
N 0.59268 -1.23923 -0.69283
C 1.48002 -1.91644 0.24237
O 2.65605 -1.20059 0.56935
H 0.95105 1.92470 2.26290
H -0.82921 2.07600 1.64982
H -0.22884 0.64202 2.29502
H 0.24528 2.00542 -0.38083
H 1.53206 0.99927 0.12715
H -0.82036 -0.52904 0.65031
H -1.37962 -0.86586 -1.76818
H -0.98181 0.82662 -2.06534
H -3.33629 -0.10764 -0.80211
H -2.95147 1.38508 -1.15110
H 0.90765 -0.95309 -1.61702
H 0.79467 -1.94964 1.09583
H 1.75115 -2.93398 -0.04894
H 3.25701 -1.35437 -0.14913



(4)
22
Properties=species:S:1:pos:R:3 method="wB97M-V/def2-TZVPD" gap_ev=9.4471 mol_weight_g_mol=118.180 multiplicity=1
C 0.40507 -2.17205 1.34205
C 1.55217 -1.13359 1.53191
C 1.29026 0.18913 0.84276
C 1.21400 0.16788 -0.67158
N 0.80556 1.44548 -1.25007
C -0.32237 1.96088 -1.03443
N -1.35344 1.52715 -0.21487
H -0.05404 -2.12669 0.39640
H 0.89761 -3.14644 1.27617
H -0.29099 -2.22566 2.17371
H 1.66541 -0.99905 2.58380
H 2.41332 -1.60836 1.06631
H 2.06971 0.94156 1.06200
H 0.46831 0.74542 1.30783
H 0.45862 -0.55279 -0.98035
H 2.18358 -0.02768 -1.12360
H -0.60672 2.86971 -1.54627
H -1.45228 0.54668 0.01222
H -2.23712 1.87849 -0.55528
O -2.67164 -1.09121 -0.66978
H -1.83522 -1.54822 -0.80803
H -3.25912 -1.50979 -1.30562



Energy ordering: (4) at the bottom, the next structure 2.7 kcal/mol above.